Below is a cluster of 6 separate species, C4H17O7 in total at a distorted geometry, with properties calculated with wB97M-V/def2-TZVPD.

## Properties
Gap between HOMO and LUMO, Eh: 0.2881
Charge: -1
Max |F|, eV/Å: 2.62
LUMO energy, eV: 3.4
HOMO, eV: -4.5
Energy above the lowest of the compared OMol25 structures with the same formula, charge and spin, kJ/mol: 141.8

Each line ends with the Mulliken charge.
Element x y z (Å)
O 0.881 -2.734 -0.529  -0.626
H 0.051 2.609 -1.931  0.314
H 1.627 -2.298 -2.298  0.247
O -1.857 -2.801 -2.026  -0.681
H 1.538 0.016 -2.039  0.226
H 0.690 1.801 -0.742  0.479
H -0.192 3.385 0.404  0.393
O 1.099 1.024 3.149  -0.680
H 2.818 -2.399 -1.029  0.269
H 0.469 0.289 3.217  0.374
H -3.017 -0.160 2.390  0.305
H 0.548 1.389 2.431  0.354
H 2.676 -0.039 -0.730  0.381
C 1.847 -1.967 -1.279  -0.448
H 0.436 -2.110 0.027  0.394
O -2.752 0.737 2.619  -0.705
O -1.685 -0.012 0.315  -0.778
H -2.095 0.740 1.898  0.399
C -0.703 -0.240 -0.487  0.184
H -0.999 2.459 1.262  0.281
O 0.580 2.710 -1.135  -0.824
O -0.434 3.232 1.334  -0.735
H -1.116 -2.509 -1.474  0.506
H -1.123 -0.696 -1.392  0.902
C 0.606 0.013 -0.152  -1.818
C 1.730 -0.459 -1.073  -0.281
H -2.505 -2.223 -1.592  0.326
H 0.882 0.245 0.863  0.240